Entry 1:
One molecule with the formula C5H8O2. Source: OMol25; level of theory: ωB97M-V/def2-TZVPD.

Last column: natural (NBO) charge in e.
Geometry (Å):
H 2.59 0.01 0.41  0.2501
C 0.14 0.52 0.74  0.4607
H -2.21 -0.71 -0.64  0.2173
O 0.70 0.89 1.76  -0.6017
C 0.62 -0.16 -0.37  0.1364
C 2.10 -0.23 -0.54  -0.6683
H 2.47 0.48 -1.30  0.2041
C -1.62 0.70 0.87  -0.5255
H 2.39 -1.24 -0.86  0.2208
H 0.31 -0.16 -2.25  0.4711
H -1.88 -1.44 1.02  0.2051
H -1.92 1.58 0.30  0.2360
C -1.92 -0.56 0.39  -0.1759
H -1.64 0.83 1.95  0.2568
O -0.13 -0.52 -1.47  -0.6871

Summary:
net charge = 0
energy relative to the best compared isomer or geometry (same formula, charge and spin) = 90.3 kcal/mol
E = -345.66099 Eh

=====

Entry 2:
C5H8O2 as an isolated structure. Source: OMol25; level of theory: ωB97M-V/def2-TZVPD.

Last column: natural (NBO) charge in e.
Geometry (Å):
H 1.61 -0.29 0.70  0.2121
C 1.01 -0.14 -0.20  -0.4441
C -0.18 -1.09 -0.14  -0.0147
H -0.05 1.46 -1.19  0.1657
O -0.13 1.80 0.83  -0.6210
H -0.78 -0.95 -1.06  0.1996
H -0.24 0.81 1.81  0.4467
H -0.40 -2.93 0.39  0.4786
H 1.63 -0.39 -1.06  0.2286
H -2.13 1.07 1.78  0.2614
C -1.14 -0.72 0.93  0.0315
O 0.29 -2.41 -0.05  -0.7114
H 1.47 1.95 -0.44  0.1878
C -1.30 0.50 1.37  -0.3488
C 0.57 1.33 -0.30  -0.0719

Summary:
net charge = 0
energy relative to the best compared isomer or geometry (same formula, charge and spin) = 133.4 kcal/mol
E = -345.59239 Eh

=====

Entry 3:
One molecule with the formula C5H8O2 in a non-equilibrium geometry. Source: OMol25; level of theory: ωB97M-V/def2-TZVPD.

Last column: natural (NBO) charge in e.
Geometry (Å):
C -0.02 -1.00 -0.79  -0.4552
H -1.49 1.12 1.36  0.1904
H 0.76 1.00 1.78  0.2043
C 0.95 0.19 1.05  0.0042
H 0.25 0.73 -2.23  0.1803
H 1.92 -0.25 1.11  0.2165
C -1.21 0.60 0.43  -0.0784
C -0.29 -0.60 0.66  -0.3332
H -2.11 0.43 -0.17  0.1839
H -0.58 -1.41 1.34  0.2424
H 0.76 -1.76 -0.89  0.2305
O 1.76 0.52 -0.81  -0.6153
C 0.51 0.39 -1.22  0.3570
H -0.93 -1.33 -1.30  0.2082
O -0.26 1.36 -0.31  -0.5356

Summary:
net charge = 0
energy relative to the best compared isomer or geometry (same formula, charge and spin) = 94.1 kcal/mol
E = -345.65499 Eh

=====

Entry 4:
One molecule with the formula C5H8O2. Source: OMol25; level of theory: ωB97M-V/def2-TZVPD.

Last column: natural (NBO) charge in e.
Geometry (Å):
C -1.01 -0.85 -0.37  -0.0987
C -1.75 0.00 0.65  -0.0855
C 1.38 -0.77 -0.59  -0.1370
H -1.68 -0.50 1.64  0.1686
H 1.18 -0.78 -1.68  0.1973
H -0.34 1.32 0.89  0.4781
O -1.29 1.33 0.70  -0.7196
C 1.78 0.59 -0.18  -0.0380
H -1.59 -1.75 -0.59  0.1857
H -0.90 -0.27 -1.29  0.1783
O 0.26 -1.26 0.12  -0.5306
H 2.21 -1.46 -0.39  0.2206
H -2.80 0.05 0.38  0.1801
C 2.13 1.69 0.19  -0.2451
H 2.44 2.65 0.53  0.2459

Summary:
net charge = 0
energy relative to the best compared isomer or geometry (same formula, charge and spin) = 67.5 kcal/mol
E = -345.69746 Eh

=====

Entry 5:
One molecule with the formula C5H8O2 in a non-equilibrium geometry. Source: OMol25; level of theory: ωB97M-V/def2-TZVPD.

Last column: natural (NBO) charge in e.
Geometry (Å):
O 0.84 1.28 0.66  -0.5373
H 0.20 2.21 -1.26  0.1876
C -1.01 -1.49 0.83  -0.7699
C 1.53 0.19 0.29  0.7977
H -0.74 2.65 0.19  0.2058
H -1.60 -2.03 0.06  0.2827
H -0.21 -2.13 1.18  0.1968
C -0.59 -0.36 0.04  0.1889
H 1.00 -1.57 -0.84  0.2161
H 0.67 -0.02 -1.69  0.2387
C 0.67 -0.55 -0.73  -0.6759
H -1.68 -1.22 1.64  0.2352
C -0.38 1.85 -0.42  -0.2537
O 2.56 -0.14 0.84  -0.5536
H -1.27 1.35 -0.81  0.2409

Summary:
net charge = 0
energy relative to the best compared isomer or geometry (same formula, charge and spin) = 144.6 kcal/mol
E = -345.57454 Eh

=====

Entry 6:
One molecule with the formula C5H8O2 in a non-equilibrium geometry. Source: OMol25; level of theory: ωB97M-V/def2-TZVPD.

Last column: natural (NBO) charge in e.
Geometry (Å):
H 1.84 0.61 1.31  0.1605
C -2.08 0.91 0.30  -0.2481
O 0.80 0.89 -0.38  -0.5427
O -1.37 0.41 -0.82  -0.5290
H 2.85 1.09 -0.01  0.1899
C 1.95 0.53 0.26  -0.2468
H -0.14 -1.86 1.16  0.2161
H 0.68 -1.81 -1.90  0.2247
H 2.21 -0.59 -0.02  0.1567
H -1.62 1.82 0.48  0.1867
C -0.18 -0.16 -0.55  0.4606
H -1.91 0.06 1.09  0.1703
H -3.10 1.02 -0.15  0.1989
C -0.08 -1.44 0.24  -0.2139
C 0.14 -1.48 -1.03  -0.1838

Summary:
net charge = 0
energy relative to the best compared isomer or geometry (same formula, charge and spin) = 108.7 kcal/mol
E = -345.63179 Eh

=====

Entry 7:
A 2-piece molecular cluster, C5H8O2 overall. Source: OMol25; level of theory: ωB97M-V/def2-TZVPD.

Last column: natural (NBO) charge in e.
Geometry (Å):
H -0.86 2.08 -0.57  0.2210
H -2.45 0.62 0.67  0.2355
H -1.23 1.19 -2.07  0.2223
H 1.92 0.67 -1.78  0.2044
O -0.52 -1.58 0.98  -0.5398
C 0.18 0.15 -0.69  -0.1481
C 1.44 0.00 -1.06  -0.2979
C -1.93 0.16 -0.18  -0.5131
H -2.66 -0.39 -0.78  0.2386
C -0.98 1.08 -1.00  -0.4362
O 2.31 -1.02 1.74  -0.9516
H 2.07 -0.09 1.73  0.4611
H 2.05 -0.79 -0.63  0.2393
H 1.45 -1.46 1.64  0.4877
C -0.71 -0.67 0.21  0.5768

Summary:
net charge = 0
energy relative to the best compared isomer or geometry (same formula, charge and spin) = 36.0 kcal/mol
E = -345.74756 Eh

=====

Entry 8:
C5H8O2 as an isolated structure in a non-equilibrium geometry. Source: OMol25; level of theory: ωB97M-V/def2-TZVPD.

Last column: natural (NBO) charge in e.
Geometry (Å):
H -1.95 -0.89 1.91  0.2288
H -0.93 -0.99 -0.45  0.1367
H -0.78 0.28 2.72  0.2318
C 0.50 0.68 -0.10  0.2734
H 2.15 1.68 0.80  0.2110
C -0.54 -0.04 0.65  0.0556
C 1.58 0.76 0.74  -0.3073
H -1.18 -0.92 -2.31  0.1628
H 0.18 1.71 -1.65  0.4992
H -0.17 -2.26 -1.59  0.1694
O 0.68 -0.39 -1.58  -0.6363
C -0.38 -1.19 -1.60  -0.1016
O 0.07 1.85 -0.70  -0.7082
C -1.11 -0.21 1.82  -0.4212
H 1.89 -0.08 1.34  0.2059

Summary:
net charge = 0
energy relative to the best compared isomer or geometry (same formula, charge and spin) = 140.8 kcal/mol
E = -345.58054 Eh

=====

Entry 9:
One molecule with the formula C5H8O2. Source: OMol25; level of theory: ωB97M-V/def2-TZVPD.

Last column: natural (NBO) charge in e.
Geometry (Å):
H -0.47 1.92 -1.24  0.4884
H 0.85 1.22 1.36  0.2258
H -2.20 -0.76 -0.93  0.2246
C 1.59 -0.49 0.16  -0.5182
C 0.81 0.05 -1.02  0.5789
H -1.28 -1.65 0.32  0.2088
C -1.61 -0.66 -0.02  -0.6177
H 2.63 -0.15 0.22  0.2359
O 1.16 0.57 -2.05  -0.5319
C 0.53 0.23 1.03  -0.4177
O -1.00 1.57 -0.51  -0.7037
H -2.26 -0.24 0.76  0.2253
C -0.46 0.33 -0.18  0.1515
H 0.15 -0.35 1.88  0.2162
H 1.55 -1.58 0.23  0.2338

Summary:
net charge = 0
energy relative to the best compared isomer or geometry (same formula, charge and spin) = 24.6 kcal/mol
E = -345.76569 Eh

=====

Entry 10:
One molecule with the formula C5H8O2. Source: OMol25; level of theory: ωB97M-V/def2-TZVPD.

Last column: natural (NBO) charge in e.
Geometry (Å):
H 2.22 -0.92 -0.38  0.2230
H 0.78 1.24 1.29  0.1766
H -1.90 1.65 -0.79  0.1868
O 0.58 0.98 -0.83  -0.4787
H -1.05 -1.91 -0.02  0.1821
C 0.86 0.50 0.49  0.0697
H -0.93 -1.35 -1.72  0.1897
H 2.22 -0.98 1.40  0.2174
C -1.13 -1.04 -0.68  -0.0832
H 2.97 0.37 0.55  0.2227
C -0.40 0.21 -0.19  0.1564
C -1.79 0.83 -0.06  -0.0786
C 2.13 -0.33 0.53  -0.6364
H -2.16 1.15 0.92  0.1803
O -2.40 -0.39 -0.52  -0.5276

Summary:
net charge = 0
energy relative to the best compared isomer or geometry (same formula, charge and spin) = 61.5 kcal/mol
E = -345.70698 Eh

=====

- Which formula does entry 1 have?
  C5H8O2

=====

- Which value of E does entry 2 give?
  -345.59239 Eh

=====

- What is the E in the sixth record?
  -345.63179 Eh

=====

- Among the records above, which one has the highest energy relative to the best compared isomer or geometry (same formula, charge and spin)?
  number 5